Here is an isolated molecule of C19H22F4N2O2S from the Open Molecules 2025 dataset. Energies are from the ωB97M-V functional and the def2-TZVPD basis.

XYZ file:
```
50
Properties=species:S:1:pos:R:3:mulliken_charge:R:1
C -3.08282 -1.70131 -1.95774 -1.602
C -2.69455 -0.34748 -1.41284 1.623
F -2.73090 -0.40054 -0.02042 -0.353
C -1.28838 0.05949 -1.91012 -0.272
O -0.91355 -0.38111 -2.97899 -0.652
N -0.52913 0.91107 -1.18186 0.208
C -0.67702 1.45054 0.17249 0.572
C -0.13119 0.49810 1.23281 -1.628
N 1.31655 0.44289 1.17058 0.445
C 2.07642 -0.69744 1.28647 -0.302
O 3.27502 -0.62324 1.49090 -0.691
C 1.39760 -2.04699 1.09265 0.579
C 1.11203 -2.27021 -0.39902 0.028
C 0.34898 -3.56237 -0.65060 -0.881
S 1.26724 -5.02856 -0.13024 -0.157
C 1.58495 -4.51702 1.57565 -0.779
C 2.26858 -3.16019 1.67135 -1.028
C 1.98010 1.70297 1.46388 -1.352
C 1.29035 2.88242 0.82744 0.780
C 1.92660 4.12342 0.85639 -0.711
C 1.33507 5.23709 0.29235 -0.613
C 0.08782 5.12896 -0.31538 -0.678
C -0.54987 3.90431 -0.34589 -0.576
C 0.04174 2.77938 0.22757 -0.490
C -3.72407 0.72112 -1.81283 0.519
F -4.94717 0.38816 -1.38768 -0.266
F -3.42844 1.91860 -1.27860 -0.203
F -3.76449 0.86370 -3.13883 -0.272
H -3.08946 -1.67717 -3.04383 0.372
H -2.34668 -2.43579 -1.63610 0.195
H -4.06484 -1.97702 -1.57904 0.440
H 0.36320 1.08716 -1.62449 0.347
H -1.73162 1.61850 0.36988 0.751
H -0.45188 0.85750 2.21969 0.172
H -0.56074 -0.48496 1.08147 0.582
H 0.44463 -2.05781 1.63291 0.650
H 0.53855 -1.43331 -0.80107 -0.116
H 2.06170 -2.29357 -0.93981 0.326
H -0.61538 -3.54177 -0.13230 0.354
H 0.15111 -3.68867 -1.71537 0.400
H 0.64180 -4.51723 2.12953 0.363
H 2.21470 -5.29609 2.00466 0.453
H 3.22325 -3.18278 1.14558 0.338
H 2.48921 -2.93825 2.71827 0.443
H 2.03320 1.85380 2.55087 0.378
H 3.00682 1.63241 1.11236 0.545
H 2.90106 4.20587 1.32423 0.451
H 1.84440 6.19147 0.32054 0.387
H -0.37986 5.99744 -0.75972 0.420
H -1.52064 3.80452 -0.81773 0.500
```

Properties
**Total energy**: -1794.94029 Eh
**SMILES string**: C[C@@](F)(C(=O)N[C@H]1CN(C(=O)C2CCSCC2)Cc2ccccc21)C(F)(F)F
**Lowest unoccupied orbital energy**: 0.6 eV
**Energy relative to the best compared isomer or geometry (same formula, charge and spin)**: 7.9 kcal per mole